13
Properties=species:S:1:pos:R:3 method="wB97M-V/def2-TZVPD" lumo_energy_ev="-7.8 / -16.7" gap_ev="14.137 / 4.119" total_charge=+2 homo_ha="-0.806 / -0.765" relative_energy_kj_mol=33.5 multiplicity=2
Li -0.062 41.777 22.154
O -1.696 40.908 21.652
H -2.107 41.359 20.914
H -1.851 39.979 21.483
O 0.282 43.164 20.480
H -0.254 43.156 19.687
H 0.953 43.825 20.309
O 1.030 43.070 23.535
H 1.914 43.399 23.699
H 0.453 43.753 23.877
O 1.083 40.115 22.448
H 1.647 39.995 21.684
H 0.614 39.285 22.533



45
Properties=species:S:1:pos:R:3 method="wB97M-V/def2-TZVPD" lumo_energy_ev=-9.8 gap_ev=3.998 total_charge=+2 homo_ha=-0.508
Pb -18.864 1.567 -23.946
Pb -18.197 2.418 -18.447
O -18.057 0.022 -20.949
H -18.942 -0.005 -20.534
C -20.572 5.457 -21.635
O -20.171 4.134 -21.448
H -21.577 5.547 -21.223
H -19.841 6.151 -21.219
H -20.765 5.632 -22.693
C -20.824 8.552 -14.721
C -21.926 8.837 -15.718
C -21.585 9.086 -17.167
C -20.737 10.266 -17.443
N -19.991 11.158 -17.707
H -21.045 8.780 -13.678
H -19.892 8.961 -15.110
H -20.554 7.497 -14.744
H -22.434 9.768 -15.467
H -22.781 8.171 -15.604
H -22.355 9.296 -17.909
H -21.038 8.289 -17.671
C -26.081 2.763 -22.738
C -26.025 1.589 -21.639
C -24.532 1.401 -21.140
C -23.619 0.942 -22.204
N -22.870 0.561 -23.059
H -26.961 2.519 -23.334
H -25.250 2.586 -23.421
H -26.156 3.698 -22.184
H -26.193 0.602 -22.069
H -26.765 1.727 -20.850
H -24.612 0.711 -20.300
H -24.030 2.276 -20.726
C -17.382 9.731 -23.697
C -16.100 9.269 -24.368
C -16.388 8.324 -25.588
C -16.813 7.008 -25.230
N -17.131 5.928 -24.942
H -17.092 10.657 -23.202
H -17.724 9.037 -22.929
H -18.193 10.066 -24.344
H -15.402 8.802 -23.674
H -15.586 10.104 -24.845
H -15.514 8.055 -26.182
H -17.193 8.709 -26.214



14
Properties=species:S:1:pos:R:3 method="wB97M-V/def2-TZVPD" lumo_energy_ev=-3.3 gap_ev=5.903 homo_ha=-0.338 relative_energy_kj_mol=1518.1
C 0.585 0.030 -0.574
C 0.946 1.429 -0.328
C -0.527 -0.064 0.354
H 1.108 -0.890 -2.448
H -0.235 0.966 -2.497
H 1.189 -0.916 -0.263
H 1.485 2.057 -1.161
H -0.143 -2.008 1.468
H -0.528 -0.941 3.419
N -0.018 -0.272 -1.923
N 0.231 2.074 0.481
N -0.960 1.094 0.946
N -1.046 -1.305 0.741
O -2.088 -1.254 1.787



11
Properties=species:S:1:pos:R:3 method="wB97M-V/def2-TZVPD" smiles="Nc1coc(=O)[nH]1" lumo_energy_ev=0.7 gap_ev=9.285 homo_ha=-0.314 relative_energy_kj_mol=221.2
N -0.043 -0.504 -1.795
C 0.181 -0.073 -0.503
C 1.053 -0.469 0.435
O 0.871 0.305 1.601
C -0.418 0.695 1.473
O -1.203 0.700 2.368
N -0.697 0.876 0.068
H -1.027 -0.581 -2.022
H 0.465 -1.348 -2.024
H 1.456 -1.441 0.656
H -0.638 1.840 -0.256



7
Properties=species:S:1:pos:R:3 method="wB97M-V/def2-TZVPD" lumo_energy_ev="-1.0 / -2.2" gap_ev="7.575 / 7.714" homo_ha="-0.316 / -0.363" relative_energy_kj_mol=299.2
F -1.207 -0.308 -1.483
P 0.495 1.388 0.241
P -0.826 -0.418 0.087
S -2.504 -0.480 1.025
H 1.270 0.737 -0.781
H 1.404 1.072 1.297
H 1.367 -1.990 -0.386



2
Properties=species:S:1:pos:R:3 method="wB97M-V/def2-TZVPD" lumo_energy_ev=-4.5 gap_ev=5.434 homo_ha=-0.364 relative_energy_kj_mol=398.0
S 0.940 -0.938 0.320
S -0.940 0.938 -0.320



14
Properties=species:S:1:pos:R:3 method="wB97M-V/def2-TZVPD" smiles="O=C[C@H](S)c1ncn[nH]1" lumo_energy_ev=0.3 gap_ev=9.859 homo_ha=-0.353 relative_energy_kj_mol=339.1
O -0.698 1.371 -2.946
C -0.645 0.500 -2.116
C 0.577 0.038 -1.371
S 0.876 -1.794 -1.375
C 0.153 0.210 0.438
N -1.042 0.226 0.939
C -0.796 0.289 2.274
N 0.454 0.240 2.608
N 1.064 0.192 1.415
H -1.478 -0.088 -1.785
H 1.425 0.741 -1.636
H -0.449 -2.259 -0.976
H -1.585 0.088 3.104
H 2.144 0.245 1.428



21
Properties=species:S:1:pos:R:3 method="wB97M-V/def2-TZVPD" lumo_energy_ev="4.1 / 4.0" gap_ev="2.677 / 8.290" total_charge=-1 homo_ha="0.052 / -0.159" relative_energy_kj_mol=105.2 multiplicity=2
C 0.455 0.679 0.238
N 1.233 -0.511 0.056
C 1.829 -0.796 -1.236
C 1.021 -1.679 0.866
C -0.967 0.778 -0.326
C -2.015 0.087 0.590
N -1.349 2.184 -0.407
H 0.971 1.457 -0.360
H 0.559 1.027 1.273
H 2.085 0.149 -1.725
H 2.762 -1.340 -1.087
H 1.170 -1.391 -1.882
H 0.044 -2.188 0.834
H 1.196 -1.397 1.917
H 1.690 -2.490 0.585
H -0.905 0.360 -1.335
H -1.709 -0.933 0.769
H -1.944 0.626 1.527
H -2.996 0.131 0.117
H -2.343 2.314 -0.373
H -0.786 2.936 -0.042



8
Properties=species:S:1:pos:R:3 method="wB97M-V/def2-TZVPD" smiles="O=C=CF.N=O" lumo_energy_ev=-0.5 gap_ev=8.912 homo_ha=-0.345 relative_energy_kj_mol=520.1
O -3.272 -0.957 0.151
C -2.264 -0.389 0.252
C -1.187 0.361 0.149
F 0.028 -0.074 -0.308
H -0.959 1.429 0.431
N 2.555 0.266 -0.032
O 2.850 -0.822 0.373
H 2.249 0.187 -1.016



10
Properties=species:S:1:pos:R:3 method="wB97M-V/def2-TZVPD" lumo_energy_ev="-0.3 / -1.1" gap_ev="7.645 / 6.867" homo_ha="-0.291 / -0.292" relative_energy_kj_mol=309.0
C 1.965 -0.676 0.020
C 0.584 -0.763 0.420
P -2.080 1.312 -0.499
Cl -3.368 1.362 -1.960
Br -0.719 -1.540 -0.659
Br -0.016 -0.340 2.125
Br -3.165 2.423 1.047
H 1.895 -1.054 -1.056
H 2.791 -1.049 0.586
H 2.113 0.324 -0.024



78
Properties=species:S:1:pos:R:3 method="wB97M-V/def2-TZVPD" lumo_energy_ev="0.3 / -1.1" gap_ev="7.488 / 6.163" homo_ha="-0.266 / -0.266" relative_energy_kj_mol=0.7 multiplicity=2
C -2.334 -0.131 -4.713
C -1.634 -1.104 -3.824
H -2.610 -0.620 -5.653
H -1.661 0.694 -4.941
H -3.248 0.301 -4.272
C -1.088 -2.258 -4.279
C -1.470 -2.880 -5.611
H -0.312 -2.803 -3.671
H -0.996 -2.336 -6.453
H -2.563 -2.857 -5.754
H -1.161 -3.933 -5.648
Yb 1.476 1.231 2.322
Cl 1.972 3.791 2.465
C 0.082 -1.592 3.080
O 1.202 -1.131 2.774
N -0.171 -2.829 3.458
C 0.916 -3.806 3.530
C -1.522 -3.282 3.821
H -0.811 -0.917 3.051
H 1.889 -3.306 3.544
H 0.879 -4.515 2.697
H 0.793 -4.393 4.439
H -2.182 -2.401 3.908
H -1.470 -3.816 4.782
H -1.908 -3.973 3.051
H 0.712 5.066 6.142
H -1.942 4.537 5.669
C 0.962 4.547 5.208
C -1.476 4.440 4.678
N -0.198 3.737 4.804
H 1.834 3.890 5.319
C -0.108 2.418 4.534
O 0.930 1.727 4.518
H -2.103 3.787 4.042
H -1.096 1.951 4.228
H 1.169 5.266 4.403
H -1.315 5.427 4.226
H 2.533 0.935 -2.413
H 2.864 -1.601 -2.865
C 3.487 0.794 -1.880
C 3.608 -1.656 -2.054
N 3.484 -0.489 -1.194
H 3.640 1.580 -1.157
C 3.283 -0.606 0.147
O 3.295 0.336 0.979
H 3.456 -2.567 -1.465
H 3.051 -1.638 0.493
H 4.290 0.802 -2.610
H 4.608 -1.698 -2.519
O -0.692 0.385 -2.278
C -1.522 -0.698 -2.339
C 0.138 -2.240 -1.118
C -1.188 -1.847 -1.341
H 0.930 -1.588 -1.487
C 0.415 -3.383 -0.338
H -2.631 -0.502 -2.140
C -2.228 -2.601 -0.804
H 1.448 -3.644 -0.116
C -0.641 -4.181 0.147
C -1.977 -3.789 -0.098
H -3.254 -2.220 -0.893
H -0.452 -5.146 0.620
H -2.806 -4.406 0.265
Si -0.368 2.508 -1.654
Cl 0.642 0.975 -0.010
C 1.231 3.575 -1.782
C -1.313 3.528 -0.330
C -1.234 2.449 -3.334
H 2.113 3.018 -1.450
H 1.099 4.425 -1.104
H 1.436 3.960 -2.791
H -0.597 1.911 -4.061
H -1.474 3.428 -3.793
H -2.184 1.878 -3.271
H -1.574 2.889 0.529
H -2.220 4.016 -0.703
H -0.606 4.313 0.015
Cl -1.523 0.865 2.321



20
Properties=species:S:1:pos:R:3 method="wB97M-V/def2-TZVPD" lumo_energy_ev="-10.3 / -10.3" gap_ev="7.675 / 7.673" total_charge=+2 homo_ha="-0.662 / -0.662" relative_energy_kj_mol=83.5
C -3.712 -1.317 -0.336
C 2.922 -0.262 -0.117
C 1.315 -2.209 0.139
C -0.973 2.409 0.138
N -3.000 -0.400 -0.152
N 2.826 1.071 -0.167
N 1.586 1.379 -0.245
N -2.525 0.723 0.121
N -0.402 0.066 -0.031
N 0.896 0.283 -0.175
N 1.707 -0.828 -0.061
N -1.191 1.038 0.084
H -4.326 -2.128 -0.329
H 3.860 -0.739 -0.111
H 2.031 -2.828 -0.377
H 1.331 -2.438 1.250
H 0.258 -2.280 -0.287
H -1.918 2.896 0.493
H -0.151 2.701 0.895
H -0.532 2.863 -0.733



58
Properties=species:S:1:pos:R:3 method="wB97M-V/def2-TZVPD" lumo_energy_ev="-3.0 / -3.0" gap_ev="7.558 / 7.341" total_charge=+1 homo_ha="-0.389 / -0.380" multiplicity=2
Mn 0.424 0.646 -0.163
O 0.665 2.993 -0.011
C -0.427 3.895 -0.057
C -1.708 3.113 -0.012
C -2.913 3.799 -0.062
C -4.095 3.089 0.010
C -4.026 1.711 0.146
C -2.784 1.112 0.196
N -1.630 1.784 0.101
H 1.484 3.497 -0.009
H -0.397 4.496 -0.971
H -0.397 4.572 0.801
H -2.908 4.878 -0.149
H -5.048 3.600 -0.024
H -4.918 1.105 0.214
H -2.706 0.049 0.329
C 2.652 -1.877 1.287
C 1.139 -1.981 1.054
C 0.795 -3.474 1.127
C 0.415 -1.142 2.127
C 0.846 -1.339 -0.307
H 2.899 -2.292 2.265
H 2.996 -0.844 1.263
H 3.201 -2.445 0.533
H 1.163 -3.893 2.067
H 1.275 -4.004 0.303
H -0.269 -3.640 1.077
H 0.848 -1.309 3.115
H -0.638 -1.401 2.162
H 0.525 -0.054 1.920
H 1.601 -1.653 -1.035
F 7.059 0.862 -2.036
C 6.632 1.265 -0.837
F 7.236 0.513 0.096
F 7.036 2.532 -0.655
C 5.135 1.164 -0.710
C 4.531 1.509 0.492
C 3.163 1.387 0.601
N 2.379 0.962 -0.403
C 2.972 0.665 -1.567
C 4.338 0.745 -1.760
H 5.121 1.851 1.331
H 2.662 1.633 1.530
H 2.326 0.342 -2.372
H 4.771 0.475 -2.712
C -5.489 -1.951 -2.216
C -4.418 -2.161 -1.197
C -4.681 -2.721 0.054
C -3.636 -2.763 0.951
N -2.408 -2.336 0.643
C -2.235 -1.902 -0.589
S -0.669 -1.407 -1.295
N -3.186 -1.765 -1.508
H -6.316 -2.640 -2.054
H -5.089 -2.071 -3.220
H -5.879 -0.934 -2.135
H -5.660 -3.099 0.312
H -3.759 -3.146 1.959



59
Properties=species:S:1:pos:R:3 method="wB97M-V/def2-TZVPD" lumo_energy_ev=0.2 gap_ev=5.758 homo_ha=-0.204 relative_energy_kj_mol=162.7
Hf -0.276 -0.294 0.313
Si -0.274 -0.893 -2.369
P 1.822 -1.589 -1.001
N 1.014 1.171 0.240
H -1.612 -1.513 1.164
C 3.074 -1.880 0.335
H 4.016 -2.223 -0.132
H 2.740 -2.633 1.060
H 3.267 -0.945 0.871
C 1.860 -3.261 -1.751
H 2.909 -3.575 -1.832
H 1.405 -3.268 -2.749
H 1.320 -3.975 -1.118
C 2.999 -0.660 -2.067
H 3.890 -1.287 -2.217
H 3.291 0.273 -1.570
H 2.558 -0.411 -3.036
C -1.672 -2.074 -2.834
H -2.478 -2.052 -2.090
H -1.308 -3.103 -2.952
H -2.080 -1.736 -3.799
H -0.873 0.491 -2.206
H 0.466 -0.808 -3.656
C 1.691 2.293 -0.020
C 2.896 4.264 0.752
C 2.295 3.046 1.029
C 1.777 2.791 -1.355
C 2.385 4.011 -1.611
C 2.949 4.759 -0.565
H 3.339 4.843 1.567
H 2.247 2.622 2.032
H 1.324 2.186 -2.144
H 2.418 4.376 -2.639
H 3.437 5.715 -0.776
C -0.817 -2.252 1.784
O 0.363 -1.413 1.814
C -1.279 -2.512 3.223
H -2.163 -3.177 3.230
H -1.575 -1.588 3.724
H -0.462 -2.963 3.817
C -0.640 -3.508 0.944
H 0.383 -3.904 0.999
H -0.878 -3.320 -0.122
H -1.353 -4.267 1.296
C -3.322 2.912 -0.037
C -1.974 2.242 0.192
O -2.106 0.826 0.551
C -3.315 0.445 1.338
C -3.118 0.720 2.807
H -3.926 2.386 -0.780
H -3.120 3.917 -0.420
H -3.880 3.026 0.899
H -1.367 2.272 -0.722
H -1.396 2.722 0.989
H -4.155 1.009 0.916
H -3.469 -0.612 1.106
H -2.884 1.772 2.989
H -4.045 0.501 3.349
H -2.321 0.107 3.240



12
Properties=species:S:1:pos:R:3 method="wB97M-V/def2-TZVPD" smiles=c1c[nH]cn1.O lumo_energy_ev=0.6 gap_ev=9.907 homo_ha=-0.342 relative_energy_kj_mol=177.5
C -0.216 1.187 0.346
C -0.164 1.428 -1.049
N -0.629 0.195 -1.588
C -0.697 -0.736 -0.625
N -0.752 -0.153 0.571
H 0.249 1.709 1.222
H 0.184 2.254 -1.583
H -0.626 -0.214 -2.541
H -0.703 -1.773 -0.975
O 1.116 -1.351 2.471
H 0.471 -0.915 1.881
H 1.767 -1.631 1.871



16
Properties=species:S:1:pos:R:3 method="wB97M-V/def2-TZVPD" lumo_energy_ev="-3.4 / -11.0" gap_ev="12.035 / 4.103" total_charge=+1 homo_ha="-0.567 / -0.556" relative_energy_kj_mol=53.0 multiplicity=2
C 0.912 -0.856 -1.580
C -0.523 -1.117 -2.243
H 0.984 -0.844 -0.477
H 1.341 -1.846 -1.835
H 1.197 0.126 -1.952
H -0.520 -1.546 -3.242
H -0.987 -0.122 -2.306
H -0.958 -1.823 -1.511
C -0.007 0.838 2.600
C -0.371 1.213 1.188
H 0.774 1.399 3.122
H -0.879 0.858 3.247
H 0.332 -0.211 2.667
H -0.269 0.378 0.464
H 0.342 1.930 0.776
H -1.369 1.623 1.083



37
Properties=species:S:1:pos:R:3 method="wB97M-V/def2-TZVPD" lumo_energy_ev="-10.1 / -9.9" gap_ev="4.935 / 5.167" total_charge=+2 homo_ha="-0.553 / -0.553" multiplicity=8
C -1.446 1.208 -3.564
N -1.862 1.247 -2.122
C -2.805 0.168 -1.744
C -0.710 1.331 -1.196
O -0.713 2.310 -0.389
C 0.541 0.336 -1.170
C 0.499 -0.754 0.002
N 1.090 -1.962 -0.701
O -0.778 -1.279 0.453
C -0.488 -2.251 1.500
O -1.066 -3.312 1.756
O 0.671 -1.655 2.135
C 1.150 -0.451 1.432
C 0.679 0.830 2.284
C -0.753 0.687 2.988
N -1.926 0.744 2.391
P 3.060 -0.191 1.391
O 3.724 -0.835 0.172
O 3.254 1.517 1.197
O 3.805 -0.578 2.862
H -0.320 1.427 -3.636
H -1.962 2.111 -4.074
H -1.770 0.273 -4.136
H -2.308 -0.818 -1.388
H -3.572 0.612 -1.020
H -3.402 -0.103 -2.721
H 1.535 0.893 -1.163
H 0.514 -0.253 -2.167
H 1.737 -2.471 -0.083
H 0.348 -2.559 -1.082
H 1.449 0.948 3.142
H 0.695 1.822 1.717
H -0.779 0.558 4.136
H -1.745 0.891 1.387
H 3.243 1.625 0.219
H 4.185 0.268 3.223
Eu -3.773 -2.333 -2.030



36
Properties=species:S:1:pos:R:3 method="wB97M-V/def2-TZVPD" lumo_energy_ev=0.3 gap_ev=9.095 homo_ha=-0.324 relative_energy_kj_mol=0.0
Pt 0.766 -0.093 -0.940
O 2.715 -0.101 -0.251
C 3.185 1.204 -0.642
C 2.239 2.281 -0.119
N 0.816 1.856 -0.271
C 0.109 1.933 1.039
C 0.692 1.103 2.206
O 0.345 1.474 3.310
O 1.399 0.064 1.925
C 0.010 2.557 -1.299
C -1.204 1.697 -1.715
O -2.175 2.234 -2.189
O -1.083 0.399 -1.531
H 2.379 -0.067 0.730
H 3.220 1.190 -1.730
H 4.192 1.363 -0.254
H 2.415 3.238 -0.614
H 2.424 2.424 0.945
H -0.912 1.586 0.873
H 0.064 2.975 1.361
H 0.628 2.727 -2.181
H -0.359 3.517 -0.932
C -1.511 -1.911 2.122
N -0.487 -2.079 1.107
C -0.732 -2.492 -0.133
S 0.513 -2.387 -1.363
N -1.929 -3.002 -0.398
C -2.452 -3.337 -1.716
H -1.052 -1.424 2.979
H -1.912 -2.875 2.445
H -2.330 -1.278 1.765
H 0.364 -1.540 1.255
H -2.600 -2.994 0.354
H -1.677 -3.165 -2.455
H -3.303 -2.696 -1.942
H -2.758 -4.382 -1.743



18
Properties=species:S:1:pos:R:3 method="wB97M-V/def2-TZVPD" smiles="C=CN.CCN" lumo_energy_ev=1.1 gap_ev=9.429 homo_ha=-0.307 relative_energy_kj_mol=140.3
C -2.853 1.393 1.751
C -3.171 0.135 1.444
N -3.582 -0.266 0.175
H -2.625 2.146 1.004
H -2.665 1.758 2.752
H -3.403 -0.606 2.211
H -4.096 0.361 -0.409
H -3.234 -1.144 -0.103
C 3.376 -0.660 -0.286
C 2.012 -0.049 -0.604
N 1.736 -0.132 -2.053
H 4.220 -0.155 -0.749
H 3.566 -0.671 0.790
H 3.356 -1.705 -0.593
H 1.197 -0.599 -0.134
H 1.843 0.980 -0.295
H 2.479 0.318 -2.570
H 1.845 -1.107 -2.332



16
Properties=species:S:1:pos:R:3 method="wB97M-V/def2-TZVPD" smiles="[NH2+]=C1C=CN[C@H](O)N1" lumo_energy_ev=-4.4 gap_ev=9.587 total_charge=+1 homo_ha=-0.513 relative_energy_kj_mol=156.0
N -2.232 0.770 0.240
C -1.039 0.192 -0.023
C -0.610 -1.083 0.463
C 0.531 -1.647 0.129
N 1.550 -0.827 -0.481
C 1.317 0.570 -0.372
O 1.693 1.096 0.848
N -0.125 0.879 -0.725
H -2.930 0.088 0.517
H -2.522 1.502 -0.296
H -1.425 -1.728 0.811
H 0.569 -2.677 0.202
H 2.571 -0.957 -0.522
H 1.990 1.158 -1.085
H 1.040 0.877 1.530
H -0.378 1.787 -1.237



| no. | DFT total energy (eV) |
| --- | --- |
| 1 | -8505.01100 |
| 2 | -32919.44232 |
| 3 | -11201.04260 |
| 4 | -10249.97295 |
| 5 | -32176.13211 |
| 6 | -21664.87203 |
| 7 | -21579.50100 |
| 8 | -8389.89558 |
| 9 | -10403.79286 |
| 10 | -234059.38006 |
| 11 | -114187.65779 |
| 12 | -16172.19781 |
| 13 | -81544.33742 |
| 14 | -42269.00993 |
| 15 | -8234.85918 |
| 16 | -4330.68282 |
| 17 | -56991.99665 |
| 18 | -38399.59071 |
| 19 | -7321.57427 |
| 20 | -10788.68396 |